1.
DFT (ωB97M-V/def2-TZVPD) results for a structure of composition C10H20MnO18S2.

Geometry as XYZ:
```
51
C10H20MnO18S2, DFT ωB97M-V/def2-TZVPD
Mn -1.63 0.54 -0.42
O -3.54 0.02 3.49
C -3.17 0.45 2.20
O -2.08 0.10 1.64
O -4.01 1.08 1.55
H -2.82 -0.63 3.62
O -4.52 -1.05 -3.01
C -4.51 -0.34 -1.84
O -5.52 0.31 -1.49
O -3.39 -0.26 -1.26
H -5.32 -0.55 -3.29
O -2.32 4.57 -1.96
C -2.74 3.51 -1.21
O -3.96 3.31 -1.05
O -1.92 2.59 -0.93
H -3.05 5.14 -2.17
O 0.91 -1.23 -3.18
C -0.39 -0.81 -3.01
O -1.32 -1.42 -3.53
O -0.47 0.19 -2.23
H 1.37 -0.45 -2.84
O 2.04 2.68 -0.46
S 1.51 1.93 0.65
O 0.48 0.99 0.46
O 2.66 1.15 1.54
C 3.90 1.84 1.69
C 4.88 1.03 2.51
C 0.99 3.07 1.97
H 3.74 2.75 2.27
H 4.30 2.18 0.73
H 5.13 0.03 2.16
H 4.50 1.00 3.54
H 5.86 1.50 2.58
H 0.12 3.64 1.63
H 1.70 3.84 2.25
H 0.74 2.63 2.94
O -0.69 -3.69 1.30
S -0.67 -3.00 0.03
O -1.12 -1.64 -0.09
O 0.84 -3.02 -0.55
C 1.85 -2.19 0.07
C 3.19 -2.84 -0.22
C -1.32 -4.04 -1.29
H 1.65 -1.96 1.12
H 1.72 -1.28 -0.52
H 3.24 -3.23 -1.23
H 3.42 -3.58 0.55
H 3.87 -1.99 -0.21
H -0.71 -4.93 -1.13
H -1.05 -3.66 -2.27
H -2.37 -4.27 -1.11
```

The expectation value of S² is 8.75. As for the HOMO energy (spin up / spin down): -1.654 / -1.698 eV. The net charge is -2. As for the total energy: -3694.9149 Eh. The calculation puts the HOMO-LUMO gap (spin up / spin down) at 5.15 / 5.19 eV. Its largest force on an atom is 5.16 eV/Å. The spin multiplicity is 6. Its relative energy (zero: lowest compared OMol25 entry of this formula, charge and spin) is 37.53 kcal/mol.

---

2.
DFT (ωB97M-V/def2-TZVPD) results for a structure of composition C44H61AsCl2NPPd.

Geometry as XYZ:
```
111
C44H61AsCl2NPPd, DFT ωB97M-V/def2-TZVPD
Pd 0.39 0.15 0.23
C 2.50 4.13 3.18
C 2.71 2.72 3.72
C 2.69 2.73 5.25
C 1.71 1.72 3.17
C 2.13 0.46 2.78
C 1.24 -0.51 2.28
C 1.76 -1.93 2.13
C 2.97 -2.01 1.19
C 2.08 -2.54 3.49
C -0.17 -0.21 2.25
C -0.58 1.12 2.59
C 0.36 2.04 3.03
C -2.04 1.53 2.55
C -2.24 2.74 1.62
C -2.60 1.83 3.94
C -1.17 -1.34 2.44
C -1.58 -1.53 3.76
C -2.52 -2.48 4.12
C -3.09 -3.26 3.13
C -2.67 -3.11 1.81
C -1.68 -2.18 1.44
P -1.02 -2.06 -0.28
C -0.75 -3.88 -0.83
C -1.79 -4.99 -0.64
C 0.51 -4.33 -0.07
C -0.39 -3.80 -2.32
C -2.52 -1.38 -1.25
C -3.73 -2.29 -1.49
C -3.02 -0.17 -0.45
C -2.01 -0.90 -2.62
H 3.35 4.77 3.46
H 1.60 4.58 3.60
H 2.41 4.14 2.09
H 3.71 2.38 3.40
H 1.69 3.01 5.61
H 3.42 3.44 5.65
H 2.92 1.74 5.65
H 3.18 0.21 2.86
H 0.96 -2.52 1.68
H 3.83 -1.46 1.59
H 2.72 -1.58 0.22
H 3.27 -3.05 1.04
H 2.86 -1.96 4.01
H 2.43 -3.58 3.39
H 1.19 -2.55 4.13
H 0.02 3.04 3.28
H -2.62 0.70 2.13
H -1.88 3.66 2.09
H -3.30 2.88 1.39
H -1.71 2.61 0.68
H -2.02 2.62 4.43
H -2.59 0.95 4.58
H -3.64 2.18 3.86
H -1.13 -0.91 4.53
H -2.81 -2.60 5.16
H -3.86 -3.98 3.37
H -3.13 -3.71 1.05
H -1.87 -5.30 0.41
H -1.46 -5.87 -1.21
H -2.79 -4.73 -0.99
H 0.33 -4.35 1.01
H 1.35 -3.66 -0.27
H 0.79 -5.34 -0.38
H -1.28 -3.74 -2.94
H 0.16 -4.71 -2.61
H 0.24 -2.94 -2.53
H -4.13 -2.72 -0.57
H -3.50 -3.10 -2.19
H -4.52 -1.69 -1.94
H -3.57 -0.49 0.44
H -3.69 0.44 -1.07
H -2.20 0.47 -0.15
H -1.91 -1.73 -3.33
H -1.04 -0.41 -2.55
H -2.72 -0.18 -3.05
C 0.49 3.76 -1.29
As -0.13 1.95 -1.81
C -0.07 2.46 -3.71
C -3.17 3.27 -2.17
C -3.08 4.62 -2.46
C -3.08 5.64 -1.44
C -2.99 6.99 -1.74
C -2.88 7.45 -3.06
C -2.86 6.49 -4.08
C -2.95 5.14 -3.81
H -0.30 4.42 -1.65
H 1.44 4.03 -1.77
H 0.58 3.87 -0.21
H -0.65 3.38 -3.88
H -0.47 1.65 -4.32
H 0.98 2.61 -3.97
H -3.34 2.93 -1.16
H -3.23 2.53 -2.97
H -3.14 5.32 -0.41
H -2.99 7.71 -0.93
H -2.82 8.51 -3.29
H -2.77 6.81 -5.11
H -2.93 4.42 -4.63
Cl 2.71 2.06 0.12
C 3.40 1.05 -1.11
C 4.76 0.82 -1.11
C 5.32 -0.11 -1.98
C 4.46 -0.81 -2.82
C 3.11 -0.56 -2.82
Cl 2.11 -1.49 -3.92
C 2.45 0.42 -2.00
N 1.15 0.61 -2.08
H 5.38 1.36 -0.40
H 6.39 -0.30 -1.98
H 4.86 -1.57 -3.49
```

As for the HOMO energy: 0.188 eV. The net charge is -2. As for the total energy: -5393.3434 Eh. The calculation puts the HOMO-LUMO gap at 3.82 eV. Its largest force on an atom is 1.04 eV/Å. The spin multiplicity is 1. Its relative energy (zero: lowest compared OMol25 entry of this formula, charge and spin) is 0.00 kcal/mol.

---

3.
DFT (ωB97M-V/def2-TZVPD) results for a cluster of 6 separate species, H12O6 in total.

Geometry as XYZ:
```
18
H12O6, DFT ωB97M-V/def2-TZVPD
H -1.04 -0.89 1.11
H -0.87 0.36 0.35
H 0.66 -1.85 -0.36
H -0.23 -2.88 0.35
H 3.20 -1.79 -0.61
H 4.49 -1.33 -0.07
H -1.99 2.56 -0.24
H -0.61 2.94 -0.84
H -4.10 -1.08 0.55
H -2.65 -0.88 0.30
H 1.97 3.13 0.29
H 0.98 2.17 -0.37
O -0.62 -0.53 0.25
O -0.02 -2.51 -0.52
O 3.50 -1.39 0.18
O -1.20 3.04 -0.08
O -3.41 -1.27 -0.12
O 1.91 2.21 -0.15
```

As for the HOMO energy: -10.345 eV. As for the total energy: -458.5598 Eh. The calculation puts the HOMO-LUMO gap at 10.45 eV. Its largest force on an atom is 3.49 eV/Å. The spin multiplicity is 1. The structure (SMILES) is O.O.O.O.O.O. Its relative energy (zero: lowest compared OMol25 entry of this formula, charge and spin) is 70.68 kcal/mol.

---

4.
DFT (ωB97M-V/def2-TZVPD) results for the ion C6H15N2S with charge +1.

Geometry as XYZ:
```
24
C6H15N2S, DFT ωB97M-V/def2-TZVPD
C 0.27 1.53 -0.52
C 1.72 1.80 -0.21
C 0.97 -0.72 -0.09
C 0.87 -1.79 0.90
C -2.61 0.48 0.46
C -1.48 -0.32 -0.13
N 0.97 -1.13 -1.47
N -0.17 0.35 0.15
S 2.41 0.21 0.37
H -0.41 2.36 -0.02
H -0.03 1.45 -1.48
H 2.25 2.16 -1.07
H 1.67 2.54 0.61
H 0.53 -1.41 1.96
H 1.87 -2.20 1.09
H 0.18 -2.56 0.67
H -2.19 0.44 1.47
H -2.79 1.34 -0.01
H -3.42 -0.14 0.45
H -1.47 -0.64 -1.19
H -1.39 -1.31 0.36
H 0.73 -2.13 -1.57
H 1.83 -0.88 -1.94
H -0.33 0.57 1.19
```

As for the HOMO energy: -13.198 eV. The net charge is +1. As for the total energy: -745.0258 Eh. The calculation puts the HOMO-LUMO gap at 10.27 eV. Its largest force on an atom is 5.19 eV/Å. The spin multiplicity is 1. The structure (SMILES) is CC[N@@H+]1CCS[C@]1(C)N. Its relative energy (zero: lowest compared OMol25 entry of this formula, charge and spin) is 28.80 kcal/mol.

---

5.
DFT (ωB97M-V/def2-TZVPD) results for a cluster of 8 separate species, C36H94ClN7O4 in total.

Geometry as XYZ:
```
142
C36H94ClN7O4, DFT ωB97M-V/def2-TZVPD
N 30.57 -25.16 5.67
H 30.10 -25.99 6.02
H 29.89 -24.67 5.10
H 31.38 -25.45 5.14
H 30.84 -24.58 6.45
Cl 32.05 -22.72 9.85
O 31.22 -22.21 8.78
O 33.03 -21.74 10.30
O 31.28 -23.20 10.95
O 32.72 -23.89 9.37
C 33.08 -26.38 1.88
C 34.26 -25.57 2.51
N 34.36 -25.81 3.95
C 35.22 -24.79 4.68
C 34.61 -23.38 4.63
C 34.99 -27.17 4.19
C 34.89 -27.62 5.64
H 32.27 -26.45 2.61
H 33.38 -27.38 1.57
H 32.72 -25.90 0.98
H 35.14 -25.67 1.87
H 34.01 -24.51 2.46
H 36.25 -24.79 4.32
H 35.16 -25.11 5.71
H 34.63 -22.87 3.67
H 35.15 -22.73 5.32
H 33.56 -23.34 4.91
H 34.42 -27.86 3.57
H 36.04 -27.20 3.87
H 34.81 -28.71 5.74
H 35.77 -27.25 6.15
H 34.04 -27.18 6.16
C 40.85 -26.81 11.46
C 41.24 -26.61 9.99
N 40.85 -25.31 9.43
C 41.33 -25.16 8.06
C 42.81 -25.05 7.83
C 39.35 -25.05 9.51
C 39.04 -23.54 9.30
H 39.83 -27.17 11.58
H 41.13 -25.91 12.00
H 41.48 -27.54 11.97
H 42.32 -26.70 9.91
H 40.74 -27.40 9.42
H 41.03 -26.10 7.59
H 40.90 -24.31 7.53
H 43.27 -24.17 8.28
H 43.34 -25.96 8.13
H 42.99 -24.92 6.76
H 38.86 -25.41 10.41
H 38.90 -25.65 8.72
H 39.63 -23.06 8.52
H 39.15 -23.05 10.27
H 37.98 -23.39 9.07
C 22.69 -19.40 11.82
C 23.50 -18.35 11.05
N 24.00 -18.82 9.80
C 24.40 -17.70 8.92
C 23.14 -17.13 8.28
C 25.13 -19.83 9.96
C 26.49 -19.27 10.41
H 23.34 -20.16 12.25
H 21.94 -19.79 11.14
H 22.21 -18.98 12.70
H 22.93 -17.43 10.95
H 24.34 -18.02 11.66
H 24.97 -16.96 9.47
H 25.03 -18.10 8.12
H 23.39 -16.34 7.57
H 22.65 -17.86 7.64
H 22.42 -16.77 9.02
H 25.27 -20.42 9.05
H 24.82 -20.55 10.72
H 27.14 -20.09 10.70
H 26.46 -18.65 11.31
H 26.98 -18.71 9.61
C 28.52 -24.45 15.87
C 28.36 -22.93 15.69
N 27.24 -22.44 16.55
C 27.48 -22.64 17.98
C 28.83 -22.17 18.55
C 26.89 -21.11 16.13
C 25.67 -20.46 16.84
H 28.85 -24.82 16.84
H 29.12 -24.95 15.11
H 27.52 -24.87 15.73
H 29.30 -22.38 15.77
H 28.06 -22.83 14.65
H 26.66 -22.28 18.60
H 27.48 -23.69 18.27
H 29.65 -22.80 18.19
H 29.09 -21.15 18.28
H 28.91 -22.27 19.63
H 26.69 -21.11 15.06
H 27.77 -20.46 16.23
H 25.95 -20.22 17.87
H 24.84 -21.14 16.97
H 25.41 -19.55 16.29
C 31.74 -17.31 13.85
C 33.04 -16.57 13.44
N 33.29 -15.40 14.33
C 32.34 -14.33 14.05
C 32.37 -13.22 15.11
C 34.69 -14.97 14.29
C 35.61 -15.86 15.23
H 30.79 -16.83 13.59
H 31.74 -17.60 14.90
H 31.69 -18.27 13.33
H 33.80 -17.35 13.44
H 32.88 -16.22 12.42
H 31.32 -14.72 14.08
H 32.48 -13.96 13.04
H 32.42 -13.55 16.14
H 31.53 -12.54 15.00
H 33.26 -12.63 14.88
H 34.94 -14.97 13.23
H 34.86 -13.93 14.58
H 35.18 -15.86 16.23
H 35.63 -16.92 14.96
H 36.62 -15.45 15.24
C 30.30 -29.79 6.28
C 28.89 -29.34 6.71
N 28.84 -28.10 7.52
C 27.42 -27.72 7.79
C 27.31 -26.33 8.44
C 29.67 -28.05 8.76
C 29.19 -29.08 9.73
H 30.29 -30.77 5.81
H 31.07 -29.91 7.05
H 30.72 -29.15 5.51
H 28.26 -29.21 5.83
H 28.42 -30.14 7.29
H 26.78 -27.74 6.91
H 26.97 -28.47 8.43
H 26.28 -25.99 8.39
H 27.52 -26.38 9.51
H 27.96 -25.59 7.97
H 29.67 -27.10 9.30
H 30.72 -28.16 8.46
H 29.79 -29.03 10.64
H 29.20 -30.09 9.33
H 28.16 -28.95 10.07
```

As for the HOMO energy: -7.807 eV. As for the total energy: -2571.9866 Eh. The calculation puts the HOMO-LUMO gap at 6.67 eV. Its largest force on an atom is 2.25 eV/Å. The spin multiplicity is 1.

---

6.
DFT (ωB97M-V/def2-TZVPD) results for a cluster of 9 separate species, C45H76N3O17 in total.

Geometry as XYZ:
```
141
C45H76N3O17, DFT ωB97M-V/def2-TZVPD
C 9.37 3.44 1.31
O 9.01 2.08 1.25
C 9.96 1.24 1.86
C 9.60 -0.22 1.58
C 8.11 -0.55 1.78
C 7.78 -1.30 3.07
C 7.94 -0.50 4.37
C 6.69 0.26 4.87
C 5.78 0.80 3.77
C 4.63 1.64 4.33
C 3.53 1.97 3.33
C 4.02 2.39 1.93
C 3.13 1.88 0.81
N 2.89 0.43 1.01
C 2.80 -0.04 2.23
N 2.90 -1.36 2.41
N 2.54 0.82 3.27
H 10.21 3.66 0.65
H 8.50 4.03 1.00
H 9.64 3.74 2.33
H 10.02 1.45 2.94
H 10.96 1.45 1.45
H 9.89 -0.45 0.55
H 10.21 -0.84 2.25
H 7.78 -1.16 0.94
H 7.56 0.38 1.73
H 8.46 -2.17 3.13
H 6.78 -1.73 3.01
H 8.24 -1.20 5.15
H 8.76 0.21 4.27
H 7.03 1.13 5.43
H 6.13 -0.37 5.57
H 5.39 -0.01 3.14
H 6.40 1.41 3.11
H 4.15 1.08 5.14
H 5.02 2.55 4.79
H 2.95 2.81 3.73
H 5.04 2.04 1.73
H 4.04 3.48 1.87
H 3.62 1.97 -0.16
H 2.18 2.41 0.74
H 3.43 -0.18 0.40
H 2.50 -2.02 1.77
H 3.26 -1.68 3.30
H 1.63 1.24 3.06
O 0.35 2.31 1.79
C -0.28 1.41 1.31
O -0.18 0.19 1.87
C -0.93 -0.79 1.12
C -1.94 0.03 0.33
C -1.18 1.34 0.12
H -0.24 -1.31 0.45
H -1.35 -1.51 1.82
H -2.25 -0.45 -0.59
H -2.83 0.23 0.92
H -0.55 1.32 -0.77
H -1.83 2.21 0.08
O -4.36 2.20 0.48
C -4.59 3.33 0.81
O -5.78 3.68 1.34
C -5.84 5.10 1.54
C -4.39 5.56 1.62
C -3.70 4.55 0.70
H -6.34 5.55 0.68
H -6.42 5.29 2.44
H -4.26 6.60 1.32
H -4.01 5.45 2.64
H -3.72 4.88 -0.34
H -2.68 4.31 0.98
O -2.36 -2.50 -2.39
C -3.11 -3.08 -1.64
O -3.49 -2.52 -0.48
C -4.26 -3.47 0.31
C -4.83 -4.44 -0.72
C -3.74 -4.45 -1.79
H -3.59 -3.95 1.02
H -5.02 -2.92 0.85
H -5.06 -5.42 -0.30
H -5.75 -4.03 -1.14
H -2.96 -5.19 -1.58
H -4.08 -4.60 -2.81
O -5.38 -5.58 2.24
C -4.59 -6.44 2.47
O -4.55 -7.57 1.73
C -3.58 -8.49 2.27
C -2.61 -7.63 3.07
C -3.53 -6.51 3.55
H -4.11 -9.21 2.89
H -3.12 -9.02 1.43
H -2.12 -8.18 3.87
H -1.85 -7.22 2.41
H -4.03 -6.75 4.49
H -3.05 -5.54 3.66
O 1.62 2.20 -2.01
C 0.71 1.76 -2.66
O 0.46 0.43 -2.67
C -0.63 0.13 -3.59
C -1.40 1.43 -3.72
C -0.29 2.48 -3.54
H -0.19 -0.19 -4.53
H -1.20 -0.69 -3.16
H -1.95 1.51 -4.65
H -2.12 1.51 -2.90
H 0.20 2.73 -4.48
H -0.61 3.40 -3.06
O -6.25 6.85 -1.57
C -6.73 5.88 -2.09
O -6.62 4.66 -1.52
C -7.18 3.64 -2.38
C -8.16 4.39 -3.28
C -7.50 5.76 -3.39
H -6.37 3.18 -2.94
H -7.65 2.89 -1.74
H -8.33 3.89 -4.23
H -9.12 4.49 -2.78
H -6.77 5.81 -4.21
H -8.19 6.60 -3.50
O -3.82 1.28 -6.47
C -4.50 0.54 -5.81
O -4.53 0.62 -4.46
C -5.32 -0.44 -3.90
C -6.27 -0.86 -5.03
C -5.41 -0.58 -6.27
H -4.65 -1.25 -3.61
H -5.83 -0.05 -3.02
H -6.61 -1.88 -4.94
H -7.14 -0.21 -5.04
H -4.78 -1.43 -6.53
H -5.97 -0.28 -7.15
O 3.85 -5.30 -2.32
C 3.49 -4.17 -2.21
O 2.39 -3.85 -1.47
C 2.11 -2.45 -1.58
C 3.44 -1.80 -1.97
C 4.09 -2.91 -2.80
H 1.34 -2.29 -2.33
H 1.72 -2.11 -0.62
H 3.32 -0.85 -2.49
H 4.05 -1.63 -1.08
H 3.80 -2.85 -3.85
H 5.17 -2.94 -2.74
```

As for the HOMO energy: -11.486 eV. The net charge is +1. As for the total energy: -3203.5532 Eh. The calculation puts the HOMO-LUMO gap at 9.33 eV. Its largest force on an atom is 1.12 eV/Å. The spin multiplicity is 1.

---

What is the formula in the sixth record? C45H76N3O17